8 unconnected molecules or ions with the total composition C25H31F10O28P2S. Source: OMol25; level of theory: ωB97M-V/def2-TZVPD.

Geometry (Å):
O (3.29, -1.77, -0.72)
P (4.03, -0.99, -1.70)
O (3.80, -1.36, -3.23)
O (5.59, -0.93, -1.47)
C (3.48, 0.75, -1.68)
S (1.79, 0.83, -2.29)
C (0.76, 0.31, -0.89)
C (-0.54, -0.39, -1.28)
O (-1.59, 0.54, -1.27)
C (-0.51, -1.18, -2.59)
F (0.60, -1.93, -2.67)
F (-1.59, -1.98, -2.67)
F (-0.53, -0.35, -3.67)
P (1.34, 2.92, -2.65)
O (-0.07, 3.06, -2.41)
O (1.96, 3.11, -4.09)
O (2.40, 3.76, -1.86)
H (3.44, -2.25, -3.34)
H (6.10, -0.26, -1.93)
H (3.52, 1.10, -0.65)
H (4.07, 1.41, -2.32)
H (0.48, 1.18, -0.30)
H (1.40, -0.34, -0.29)
H (-0.71, -1.14, -0.50)
H (-2.12, 0.52, -2.07)
H (1.41, 2.72, -4.78)
H (2.47, 3.58, -0.91)
C (-1.10, 1.51, 3.33)
C (-1.27, 0.36, 4.31)
O (-1.06, -0.77, 3.46)
C (-0.30, -0.40, 2.42)
O (0.21, -1.14, 1.65)
O (-0.19, 0.95, 2.36)
F (-2.51, 0.32, 4.82)
H (-2.05, 1.75, 2.84)
H (-0.67, 2.41, 3.77)
H (-0.55, 0.34, 5.12)
C (-3.18, -4.54, -2.60)
C (-3.79, -5.20, -1.38)
O (-4.95, -5.81, -1.90)
C (-4.74, -6.05, -3.23)
O (-5.42, -6.74, -3.90)
O (-3.63, -5.39, -3.65)
F (-4.14, -4.28, -0.44)
H (-3.61, -3.54, -2.74)
H (-2.10, -4.50, -2.57)
H (-3.15, -5.95, -0.92)
C (-4.55, -0.04, 9.12)
C (-5.29, 0.05, 7.80)
O (-4.64, 1.14, 7.17)
C (-3.38, 1.22, 7.66)
O (-2.51, 1.87, 7.17)
O (-3.25, 0.46, 8.76)
F (-6.60, 0.35, 7.96)
H (-5.01, 0.63, 9.85)
H (-4.48, -1.04, 9.52)
H (-5.21, -0.84, 7.18)
C (3.62, 6.00, -4.39)
C (3.28, 6.09, -5.87)
O (4.06, 7.18, -6.29)
C (5.14, 7.29, -5.46)
O (6.09, 7.95, -5.67)
O (4.95, 6.51, -4.36)
F (1.97, 6.35, -6.07)
H (2.96, 6.64, -3.80)
H (3.61, 4.99, -4.00)
H (3.56, 5.21, -6.45)
C (-0.63, -2.86, 9.14)
C (-1.33, -3.91, 9.98)
O (-2.69, -3.63, 9.74)
C (-2.80, -3.01, 8.54)
O (-3.83, -2.81, 7.97)
O (-1.58, -2.63, 8.09)
F (-1.07, -3.78, 11.30)
H (-0.50, -1.94, 9.71)
H (0.32, -3.18, 8.72)
H (-1.13, -4.94, 9.68)
C (-0.92, -3.74, 2.36)
C (-1.09, -5.18, 2.82)
O (-1.42, -5.85, 1.61)
C (-0.91, -5.14, 0.58)
O (-0.84, -5.52, -0.54)
O (-0.51, -3.92, 1.00)
F (-2.10, -5.33, 3.70)
H (-1.88, -3.23, 2.38)
H (-0.17, -3.18, 2.90)
H (-0.19, -5.64, 3.24)
C (2.92, 4.71, -10.75)
C (3.42, 5.64, -9.65)
O (3.94, 4.72, -8.70)
C (4.30, 3.57, -9.36)
O (4.95, 2.71, -8.88)
O (3.79, 3.59, -10.61)
F (2.43, 6.35, -9.07)
H (1.90, 4.41, -10.54)
H (3.00, 5.12, -11.75)
H (4.22, 6.32, -9.95)

The total charge is +1. The value obtained for the HOMO energy is -12.6 eV. The value obtained for the HOMO-LUMO gap is 9.19 eV. Its spin multiplicity is 1.

6 unconnected molecules or ions with the total composition C31H66Br2N4O4 in a non-equilibrium geometry. Source: OMol25; level of theory: ωB97M-V/def2-TZVPD.

Geometry (Å):
C (3.48, 0.51, -0.89)
C (3.76, 1.55, -2.08)
C (3.62, 0.74, -3.33)
C (3.53, 1.50, -4.63)
C (2.50, 2.66, -4.51)
C (2.37, 3.40, -3.23)
N (2.61, 2.65, -2.01)
O (2.08, 2.88, -1.06)
C (0.92, 4.06, -3.16)
C (3.32, 4.63, -3.04)
C (5.07, 2.30, -1.83)
H (4.24, -0.23, -1.06)
H (2.49, 0.05, -1.03)
H (3.46, 0.89, 0.13)
H (2.74, 0.11, -3.16)
H (4.46, 0.07, -3.30)
H (3.23, 0.86, -5.44)
H (4.53, 1.93, -4.83)
H (1.54, 2.20, -4.77)
H (2.71, 3.31, -5.38)
H (0.80, 4.62, -2.18)
H (0.16, 3.23, -3.08)
H (0.88, 4.79, -4.04)
H (3.09, 5.05, -2.07)
H (2.97, 5.37, -3.81)
H (4.37, 4.38, -3.21)
H (5.88, 1.61, -1.44)
H (4.80, 3.01, -1.03)
H (5.45, 2.67, -2.79)
C (-0.10, -0.39, 6.36)
C (0.30, 0.20, 7.67)
C (1.22, 1.39, 7.69)
C (0.54, 2.78, 7.47)
C (-0.62, 2.93, 8.48)
C (-1.72, 1.99, 8.28)
N (-1.16, 0.61, 8.35)
O (-1.80, -0.25, 8.76)
C (-2.53, 2.19, 6.91)
C (-2.72, 2.12, 9.45)
C (0.88, -0.90, 8.56)
H (0.75, -0.78, 5.77)
H (-0.57, 0.42, 5.68)
H (-0.79, -1.28, 6.46)
H (2.09, 1.22, 7.05)
H (1.63, 1.44, 8.69)
H (0.21, 3.00, 6.46)
H (1.30, 3.48, 7.78)
H (-0.92, 3.96, 8.46)
H (-0.30, 2.79, 9.54)
H (-3.24, 1.37, 6.70)
H (-1.90, 2.22, 6.06)
H (-3.11, 3.11, 7.03)
H (-2.30, 1.69, 10.38)
H (-3.63, 1.59, 9.18)
H (-2.94, 3.17, 9.55)
H (0.26, -1.73, 8.86)
H (1.11, -0.36, 9.51)
H (1.82, -1.23, 8.09)
C (-0.47, -6.10, -4.78)
C (-1.50, -4.98, -4.92)
C (-1.69, -4.28, -3.62)
C (-2.36, -2.93, -3.76)
C (-1.52, -2.05, -4.60)
C (-1.23, -2.57, -5.97)
N (-0.91, -3.97, -5.92)
O (-0.06, -4.40, -6.74)
C (-0.11, -1.82, -6.64)
C (-2.54, -2.46, -6.85)
C (-2.83, -5.47, -5.52)
H (-0.18, -6.63, -5.67)
H (-0.80, -6.81, -4.01)
H (0.50, -5.73, -4.44)
H (-0.76, -4.23, -3.09)
H (-2.30, -4.89, -2.94)
H (-2.51, -2.50, -2.75)
H (-3.36, -3.13, -4.16)
H (-0.56, -2.12, -4.06)
H (-1.88, -1.06, -4.81)
H (0.82, -2.01, -6.17)
H (-0.34, -0.75, -6.49)
H (-0.07, -2.09, -7.68)
H (-2.43, -2.96, -7.84)
H (-2.84, -1.37, -6.92)
H (-3.39, -2.95, -6.26)
H (-2.96, -6.48, -5.26)
H (-2.72, -5.47, -6.59)
H (-3.60, -4.78, -5.20)
C (-3.42, 0.78, 0.29)
C (-2.07, 0.54, 0.92)
C (-1.69, -0.94, 0.59)
O (-0.33, -0.95, 0.26)
C (0.14, -2.19, -0.18)
N (-1.03, 1.47, 0.44)
H (-1.47, 2.36, 0.30)
H (-0.27, 1.50, 1.19)
H (-0.64, 1.15, -0.49)
H (-3.94, 1.73, 0.56)
H (-4.07, -0.05, 0.39)
H (-3.29, 0.79, -0.84)
H (-2.13, 0.69, 2.02)
H (-2.33, -1.28, -0.18)
H (-1.88, -1.57, 1.47)
H (-0.51, -2.61, -0.99)
H (0.29, -2.92, 0.61)
H (1.12, -2.07, -0.62)
Br (-0.22, 2.35, 3.54)
Br (-0.47, 0.63, -2.55)

The total charge is +2. The value obtained for the HOMO energy is -11.4 eV. The value obtained for the HOMO-LUMO gap is 4.16 eV. Its spin multiplicity is 1.

A molecular structure, C27H33O2Tb in a non-equilibrium geometry. Source: OMol25; level of theory: ωB97M-V/def2-TZVPD.

Geometry (Å):
O (0.60, 0.25, -6.15)
C (0.55, 1.46, -7.00)
C (0.49, 0.71, -8.32)
H (1.46, 2.06, -6.89)
H (-0.35, 2.05, -6.82)
C (0.54, -0.54, -7.39)
H (1.39, 0.84, -8.93)
H (-0.44, 0.84, -8.88)
C (1.82, -1.30, -7.64)
H (2.68, -0.65, -7.45)
H (1.87, -1.64, -8.68)
H (1.87, -2.18, -6.99)
C (-0.72, -1.39, -7.47)
H (-1.60, -0.81, -7.18)
H (-0.61, -2.25, -6.80)
H (-0.87, -1.76, -8.49)
Tb (0.11, -0.16, -0.85)
C (-1.90, -0.70, 0.72)
C (-1.83, 0.72, 0.80)
C (-2.19, 1.27, -0.47)
H (-1.48, 1.28, 1.65)
C (-2.53, 0.17, -1.33)
C (-2.34, -1.04, -0.60)
H (-2.56, -2.04, -0.98)
H (-1.72, -1.39, 1.54)
H (-2.25, 2.32, -0.71)
H (-2.95, 0.26, -2.33)
C (1.19, -2.00, 0.62)
C (0.36, -2.67, -0.33)
C (0.92, -2.46, -1.64)
H (-0.52, -3.28, -0.10)
C (2.10, -1.66, -1.48)
C (2.28, -1.42, -0.08)
H (3.09, -0.84, 0.37)
H (1.03, -1.97, 1.70)
H (0.57, -2.91, -2.57)
H (2.78, -1.35, -2.28)
O (0.98, 1.00, -2.94)
C (-0.22, 0.48, -3.59)
C (-1.06, 1.66, -4.07)
H (-0.83, -0.29, -3.00)
H (0.13, -0.10, -4.44)
C (-0.09, 2.85, -4.04)
H (-1.88, 1.83, -3.37)
H (-1.46, 1.46, -5.07)
C (0.95, 2.50, -2.98)
H (-0.58, 3.80, -3.84)
H (0.42, 2.90, -5.01)
H (0.66, 2.85, -1.98)
H (1.97, 2.84, -3.19)
C (1.03, 1.20, 0.82)
C (1.12, 1.41, 2.04)
C (1.26, 1.69, 3.42)
C (0.28, 2.46, 4.08)
C (0.33, 2.57, 5.47)
C (1.36, 1.96, 6.19)
C (2.35, 1.21, 5.53)
C (2.31, 1.08, 4.14)
H (-0.52, 2.93, 3.51)
H (-0.44, 3.14, 5.99)
H (1.38, 2.04, 7.27)
H (3.14, 0.73, 6.10)
H (3.06, 0.48, 3.61)

The value obtained for the HOMO energy (spin up / spin down) is -7.4 / -7.4 eV. The value obtained for the HOMO-LUMO gap (spin up / spin down) is 7.74 / 7.78 eV. Its spin multiplicity is 7.

C21H33NO3 in the gas phase. Source: OMol25; level of theory: ωB97M-V/def2-TZVPD.

Geometry (Å):
C (2.34, 1.76, -3.40)
C (2.47, 0.82, -2.19)
C (2.32, -0.61, -2.74)
C (3.89, 1.03, -1.63)
C (1.47, 0.99, -1.03)
C (1.65, 0.11, 0.03)
C (0.84, 0.10, 1.15)
C (1.09, -0.94, 2.17)
O (2.20, -1.38, 2.37)
C (-0.11, -1.43, 2.96)
C (-1.33, -1.81, 2.11)
N (-1.18, -3.14, 1.54)
C (-2.43, -3.71, 1.05)
C (-2.87, -3.11, -0.29)
O (-1.86, -3.26, -1.27)
C (-0.64, -2.68, -0.84)
C (-0.18, -3.27, 0.49)
C (-0.17, 1.05, 1.25)
C (-0.39, 1.97, 0.24)
C (-1.51, 3.00, 0.36)
C (-0.91, 4.42, 0.28)
C (-2.54, 2.79, -0.76)
C (-2.26, 2.90, 1.70)
C (0.42, 1.92, -0.91)
O (0.13, 2.82, -1.89)
H (2.50, 2.81, -3.14)
H (3.13, 1.51, -4.11)
H (1.40, 1.63, -3.94)
H (2.53, -1.35, -1.98)
H (3.02, -0.76, -3.56)
H (1.31, -0.77, -3.11)
H (4.62, 0.89, -2.42)
H (3.99, 2.05, -1.24)
H (4.11, 0.34, -0.83)
H (2.44, -0.63, 0.00)
H (0.20, -2.29, 3.55)
H (-0.40, -0.63, 3.65)
H (-2.20, -1.85, 2.77)
H (-1.51, -1.03, 1.35)
H (-3.21, -3.57, 1.80)
H (-2.26, -4.79, 0.92)
H (-3.74, -3.63, -0.68)
H (-3.11, -2.05, -0.16)
H (0.08, -2.89, -1.63)
H (-0.76, -1.58, -0.76)
H (0.75, -2.79, 0.81)
H (0.01, -4.34, 0.36)
H (-0.76, 1.08, 2.15)
H (-0.16, 4.55, 1.06)
H (-1.69, 5.16, 0.43)
H (-0.45, 4.59, -0.68)
H (-2.09, 2.94, -1.73)
H (-3.35, 3.50, -0.64)
H (-2.94, 1.78, -0.71)
H (-2.75, 1.94, 1.81)
H (-1.59, 3.07, 2.54)
H (-3.03, 3.67, 1.73)
H (0.74, 2.71, -2.62)

The value obtained for the HOMO energy is -8.1 eV. The energy relative to the best compared isomer or geometry (same formula, charge and spin) is 20.5 kcal/mol. The value obtained for the HOMO-LUMO gap is 8.70 eV. Its spin multiplicity is 1.